# 1
118
Properties=species:S:1:pos:R:3:lowdin_charge:R:1 method="wB97M-V/def2-TZVPD" e_lumo_ev=-1.2 e_homo_ev=-8.42 energy_ev=-130883.830 molar_mass_g_mol=999.46 gap_ev=7.18 smiles="CCSC[C@@]1(CC(=O)O)NC(=O)[C@@](B(N)O)(S(=O)(=O)C(F)(F)C(F)(F)C(F)(F)F)[C@@]1(CCOC(=O)CC)B(N)O.CCOP(=O)(OCC)OCC.CCOP(=O)(OCC)OCC"
C -2.8471 0.8477 4.6554 -0.159
C -1.5987 1.5263 5.3390 -0.501
S -1.0201 2.9127 4.2699 0.895
C 0.2166 2.1412 3.1158 -0.354
C 1.3575 3.1190 2.6785 -0.363
C 0.7088 4.3993 2.0320 -0.009
C -0.4850 4.1532 1.1051 -0.501
O -1.6188 4.2714 1.4121 0.125
O -0.2164 3.8206 -0.2086 0.075
N 1.8148 3.6942 3.9950 0.060
C 2.9519 4.4892 3.6111 -0.421
O 3.1873 5.5394 4.0688 0.206
C 3.7823 3.6689 2.5036 -0.151
B 4.2224 4.7245 1.3226 -0.568
N 5.0990 4.2769 0.2140 0.160
O 3.7581 6.0225 1.3060 0.166
S 5.4178 3.2647 3.1816 0.800
O 6.2292 2.4361 2.3360 -0.224
O 6.1135 4.5435 3.2684 -0.248
C 5.4243 2.6025 4.9163 -0.415
F 4.2034 2.4840 5.4883 0.117
F 5.9220 1.3399 4.8523 0.112
C 6.3130 3.4090 5.9302 -0.350
F 5.8764 4.6564 6.0950 0.173
F 6.0816 2.8104 7.1325 0.136
C 7.8683 3.3206 5.6907 -0.538
F 8.4034 2.4965 6.6092 0.161
F 8.4136 4.5125 5.9345 0.185
F 8.2237 2.8582 4.5103 0.198
C 2.7231 2.5541 2.1341 -0.171
C 2.5558 2.3639 0.5774 -0.086
C 1.6641 1.1586 0.1850 -0.129
O 1.0225 1.3548 -1.1007 0.004
C 0.0620 0.4218 -1.3083 -0.497
O 0.1819 -0.6946 -0.9193 0.123
C -1.2424 0.7747 -2.0481 -0.127
C -1.0280 1.5812 -3.3625 -0.092
B 3.2386 1.0926 2.5930 -0.595
N 2.9095 0.3879 3.8259 0.197
O 4.1302 0.4423 1.7508 0.147
H -3.0330 1.3362 3.6864 0.051
H -2.5920 -0.2066 4.4263 0.048
H -3.7116 0.8998 5.3389 0.067
H -0.7880 0.7973 5.5430 0.069
H -1.8617 1.9589 6.3222 0.063
H 0.5749 1.2504 3.6689 0.073
H -0.3651 1.7288 2.2656 0.084
H 0.3243 5.0059 2.8719 0.137
H 1.4120 5.0569 1.4828 0.135
H -0.9167 3.2108 -0.4892 0.100
H 1.9468 3.0262 4.7459 0.118
H 5.7577 5.0130 -0.0299 0.083
H 4.5391 4.0140 -0.5950 0.081
H 4.4276 6.5985 0.9075 0.124
H 2.1321 3.2547 0.0596 0.125
H 3.5402 2.2048 0.0929 0.124
H 0.9374 0.8385 0.9514 0.126
H 2.3389 0.2930 0.0326 0.133
H -1.9234 1.3619 -1.4011 0.116
H -1.7656 -0.1566 -2.3239 0.115
H -0.5240 2.5522 -3.2094 0.074
H -2.0419 1.8334 -3.7419 0.080
H -0.5669 0.9848 -4.1714 0.070
H 2.4347 0.9640 4.5151 0.053
H 3.7748 0.1028 4.2914 0.084
H 4.5955 -0.2544 2.2364 0.122
C -1.6891 -0.1523 -10.2012 -0.084
C -2.7760 -0.6893 -9.2866 -0.288
O -2.3006 -1.7438 -8.4514 -0.227
P -1.2639 -1.3586 -7.2220 0.677
O -2.2647 -0.7882 -6.2447 -0.223
O -1.1339 -2.8199 -6.4621 -0.260
C -1.4941 -3.0036 -5.0945 -0.280
C -2.9102 -3.5345 -4.9809 -0.068
O 0.0559 -1.7654 -8.1577 -0.243
C 0.5292 -3.0998 -8.3723 -0.270
C -0.4466 -4.0192 -9.0748 -0.075
H -0.9032 0.3462 -9.6266 0.069
H -2.1023 0.5693 -10.9077 0.078
H -1.2155 -0.9621 -10.7571 0.076
H -3.1950 0.1123 -8.6706 0.109
H -3.5873 -1.1028 -9.8872 0.118
H -1.3608 -2.0843 -4.5244 0.095
H -0.7992 -3.7360 -4.6758 0.119
H -3.6180 -2.9182 -5.5363 0.075
H -3.2258 -3.5753 -3.9366 0.070
H -2.9708 -4.5397 -5.4030 0.077
H 0.8799 -3.5311 -7.4351 0.113
H 1.4150 -2.9943 -9.0038 0.120
H -1.3243 -4.2295 -8.4665 0.068
H 0.0382 -4.9715 -9.2987 0.083
H -0.7948 -3.5747 -10.0086 0.075
C -5.5224 -3.0466 4.7104 -0.081
C -4.0942 -3.5553 4.6218 -0.286
O -3.7857 -4.0647 3.3257 -0.222
P -3.6261 -2.9867 2.0852 0.660
O -2.2763 -2.4027 2.4157 -0.222
O -3.1292 -3.9699 0.8594 -0.253
C -1.8894 -3.7709 0.1795 -0.277
C -0.8089 -4.6533 0.7727 -0.068
O -5.2069 -3.1989 1.6071 -0.239
C -5.6778 -4.2857 0.8038 -0.270
C -5.5161 -5.6562 1.4255 -0.075
H -5.6654 -2.1660 4.0777 0.069
H -5.7698 -2.7707 5.7368 0.078
H -6.2259 -3.8058 4.3676 0.075
H -3.3846 -2.7657 4.8892 0.100
H -3.9550 -4.3769 5.3258 0.119
H -1.6013 -2.7204 0.1841 0.093
H -2.0470 -4.0483 -0.8663 0.114
H -0.7368 -4.5309 1.8541 0.074
H 0.1619 -4.4266 0.3289 0.078
H -1.0390 -5.7055 0.5910 0.075
H -5.2307 -4.2426 -0.1891 0.112
H -6.7451 -4.0986 0.6606 0.120
H -4.4703 -5.9402 1.5281 0.069
H -6.0041 -6.4063 0.7999 0.082
H -5.9623 -5.6857 2.4209 0.075

---

# 2
95
Properties=species:S:1:pos:R:3:lowdin_charge:R:1 method="wB97M-V/def2-TZVPD" e_lumo_ev=-1.7 e_homo_ev=-9.94 total_charge=+1 energy_ev=-60949.921 molar_mass_g_mol=743.65 gap_ev=8.19
Pt -0.0380 -0.0794 -0.0398 0.784
C 2.4529 0.5779 2.9605 -0.086
C 1.0618 1.1535 3.2472 -0.670
C 1.1838 2.3118 4.2381 -0.075
C 0.2315 0.0375 3.8997 -0.096
P 0.1902 1.5605 1.6390 1.030
C -1.5458 2.0235 2.1397 -0.232
N -2.3219 1.7067 0.9690 -0.023
B -1.7899 0.8740 -0.0619 -0.757
N -2.7262 0.9254 -1.1308 -0.017
C -2.4689 0.2676 -2.3795 -0.241
P -0.9772 -0.8199 -2.0725 1.028
C -1.6980 -2.5422 -2.0651 -0.673
C -2.6575 -2.5521 -0.8619 -0.087
C -0.5918 -3.5804 -1.8450 -0.088
C -2.4732 -2.9310 -3.3274 -0.073
C 0.0874 -0.5010 -3.5752 -0.677
C 0.7171 0.8799 -3.3458 -0.106
C 1.2082 -1.5390 -3.6772 -0.082
C -0.6846 -0.4783 -4.8999 -0.070
C -3.7651 1.7910 -0.7859 -0.153
C -4.8826 2.1967 -1.4899 -0.012
C -5.7492 3.1000 -0.8790 -0.091
C -5.5009 3.5794 0.4012 -0.091
C -4.3784 3.1709 1.1183 -0.012
C -3.5115 2.2783 0.5172 -0.160
C 0.8605 3.1420 0.8672 -0.659
C 2.3701 2.9796 0.6556 -0.090
C 0.2068 3.3356 -0.5094 -0.090
C 0.5905 4.4216 1.6686 -0.073
H 2.8833 0.2231 3.9006 0.097
H 2.3943 -0.2615 2.2697 0.043
H 3.1371 1.3151 2.5449 0.063
H 1.5151 1.9100 5.1992 0.095
H 1.9252 3.0444 3.9239 0.073
H 0.2329 2.8210 4.4056 0.087
H 0.8071 -0.3911 4.7235 0.093
H -0.7067 0.4007 4.3163 0.077
H 0.0132 -0.7563 3.1833 0.046
H -1.8656 1.4472 3.0085 0.091
H -1.6098 3.0797 2.4028 0.092
H -3.3157 -0.3361 -2.7141 0.093
H -2.2475 0.9870 -3.1718 0.092
H -2.1615 -2.2460 0.0627 0.057
H -3.5113 -1.8892 -1.0125 0.086
H -3.0442 -3.5648 -0.7277 0.095
H 0.1334 -3.2699 -1.0964 0.045
H -1.0459 -4.5194 -1.5198 0.097
H -0.0442 -3.7865 -2.7638 0.066
H -3.1990 -2.1796 -3.6385 0.077
H -1.8062 -3.1333 -4.1629 0.071
H -3.0259 -3.8517 -3.1256 0.096
H 1.3383 0.8887 -2.4474 0.055
H 1.3469 1.1286 -4.2032 0.095
H -0.0339 1.6665 -3.2482 0.079
H 1.7090 -1.6988 -2.7212 0.060
H 0.8415 -2.5004 -4.0351 0.071
H 1.9511 -1.1857 -4.3963 0.095
H -1.5223 0.2195 -4.8957 0.076
H -0.0017 -0.1542 -5.6893 0.096
H -1.0589 -1.4590 -5.1782 0.067
H -5.0777 1.8287 -2.4896 0.110
H -6.6297 3.4333 -1.4115 0.103
H -6.1917 4.2793 0.8514 0.103
H -4.1939 3.5416 2.1191 0.110
H 2.6132 2.0180 0.1939 0.070
H 2.7201 3.7700 -0.0121 0.094
H 2.9262 3.0723 1.5884 0.071
H 0.4014 2.4923 -1.1691 0.035
H -0.8719 3.4791 -0.4385 0.088
H 0.6328 4.2346 -0.9635 0.099
H 0.9385 4.3840 2.6947 0.060
H 1.1175 5.2419 1.1747 0.097
H -0.4669 4.6846 1.6674 0.080
C 0.2886 -3.0313 1.6779 -0.057
N 1.7077 -2.7526 1.7919 -0.143
C 2.3118 -3.1981 3.0377 -0.047
C 2.4100 -2.0998 0.8255 -0.468
N 1.8426 -1.2568 0.0077 -0.005
N 3.7644 -2.3378 0.7961 -0.161
C 4.2705 -3.7071 0.8105 -0.041
C 4.6300 -1.3969 0.1104 -0.052
H 0.1246 -4.1119 1.6292 0.104
H -0.1156 -2.5661 0.7863 0.017
H -0.2595 -2.6495 2.5401 0.080
H 1.7109 -2.8287 3.8716 0.088
H 3.3184 -2.8041 3.1339 0.092
H 2.3446 -4.2888 3.1031 0.095
H 2.4795 -1.0176 -0.7383 0.034
H 3.4845 -4.4028 1.0853 0.084
H 5.0951 -3.8077 1.5176 0.097
H 4.6325 -3.9813 -0.1844 0.096
H 4.6240 -1.5338 -0.9790 0.095
H 5.6509 -1.5499 0.4571 0.098
H 4.3387 -0.3743 0.3459 0.085

---

# 3
94
Properties=species:S:1:pos:R:3:lowdin_charge:R:1 method="wB97M-V/def2-TZVPD" e_lumo_ev=-2.1 e_homo_ev=-11.10 total_charge=+1 energy_ev=-53245.187 molar_mass_g_mol=543.56 gap_ev=8.96
C 5.4633 -3.2011 3.5395 0.067
C 5.6342 -1.9266 3.1813 -0.074
C 5.2745 -0.6640 3.9885 -0.171
B 5.9560 0.5388 3.1802 -0.605
O 6.9344 1.3287 3.7133 0.201
O 5.5107 0.8423 1.8994 0.171
C 5.9242 -0.9588 5.3495 -0.419
O 7.0356 -0.7106 5.7563 0.159
O 5.0014 -1.6476 6.0891 0.036
C 3.6848 -1.5213 5.5299 -0.080
C 3.8197 -0.4722 4.4221 -0.316
C 2.6988 -0.4295 3.3819 -0.108
C 2.8310 -1.3089 2.1385 -0.175
C 1.4967 -1.3302 1.3674 -0.202
C 0.6494 -2.5881 1.5660 -0.253
C 0.5000 -3.0750 3.0086 -0.082
C 3.7664 0.8978 5.1669 -0.015
C 2.3955 1.2920 5.6404 -0.494
O 1.5352 0.5560 6.0724 0.107
O 2.2068 2.6323 5.5667 0.117
H 5.0871 -3.5076 4.4999 0.071
H 5.7308 -3.9861 2.8508 0.070
H 6.1201 -1.7696 2.2261 0.109
H 7.7512 1.2517 3.2202 0.121
H 5.4917 0.0741 1.3300 0.080
H 3.0512 -1.2568 6.3634 0.132
H 3.3415 -2.4824 5.1478 0.122
H 1.7476 -0.6828 3.8367 0.115
H 2.5998 0.5985 3.0337 0.135
H 3.0731 -2.3228 2.4431 0.101
H 3.6114 -0.9654 1.4732 0.097
H 1.7143 -1.2029 0.3079 0.095
H 0.9240 -0.4474 1.6539 0.089
H -0.3550 -2.3581 1.2056 0.088
H 1.0162 -3.3677 0.9049 0.092
H 0.3453 -4.1501 2.9998 0.075
H 1.3769 -2.9022 3.6191 0.051
H -0.3780 -2.6374 3.4689 0.077
H 4.1208 1.7055 4.5289 0.138
H 4.4094 0.9112 6.0467 0.162
H 1.4704 2.8122 6.1627 0.125
C -5.6954 2.0870 -5.3454 -0.098
C -4.3281 1.4757 -5.6401 -0.249
C -4.1775 0.0593 -5.0819 -0.223
C -3.9690 -0.0335 -3.5622 -0.261
P -2.3175 0.2772 -2.9210 1.017
C -1.1726 -0.7364 -3.8918 -0.271
C -1.4499 -2.2337 -4.0992 -0.221
C -1.2102 -3.1639 -2.9061 -0.252
C 0.1286 -2.9618 -2.2069 -0.095
C -2.2297 -0.3314 -1.2320 -0.262
C -3.1165 0.2365 -0.1111 -0.207
C -2.7465 1.6079 0.4571 -0.244
C -1.2628 1.8053 0.7496 -0.098
C -1.6264 1.9205 -3.1851 -0.254
C -2.1223 3.2248 -2.5368 -0.212
C -3.6315 3.5188 -2.5721 -0.253
C -4.0042 4.5948 -3.5907 -0.101
H -5.9140 2.1170 -4.2756 0.065
H -5.7499 3.1066 -5.7234 0.076
H -6.4840 1.5114 -5.8311 0.083
H -3.5409 2.1306 -5.2584 0.075
H -4.1905 1.4353 -6.7219 0.117
H -3.3552 -0.4460 -5.5943 0.098
H -5.0772 -0.5061 -5.3292 0.123
H -4.1846 -1.0632 -3.2532 0.107
H -4.7062 0.5720 -3.0310 0.087
H -0.1723 -0.5778 -3.4817 0.098
H -1.1481 -0.2664 -4.8802 0.101
H -0.7999 -2.5571 -4.9147 0.122
H -2.4720 -2.3790 -4.4587 0.103
H -1.2700 -4.1918 -3.2675 0.116
H -2.0229 -3.0735 -2.1814 0.088
H 0.9612 -3.2013 -2.8704 0.089
H 0.1952 -3.6133 -1.3371 0.069
H 0.2607 -1.9387 -1.8501 0.045
H -1.1806 -0.3573 -0.9285 0.088
H -2.5258 -1.3789 -1.3287 0.082
H -3.0756 -0.4880 0.7051 0.118
H -4.1579 0.2539 -0.4435 0.110
H -3.3080 1.7499 1.3819 0.118
H -3.1047 2.3893 -0.2149 0.070
H -0.9237 1.1353 1.5414 0.073
H -1.0748 2.8277 1.0761 0.084
H -0.6357 1.6321 -0.1286 0.058
H -1.5933 2.0552 -4.2705 0.096
H -0.5739 1.8047 -2.8987 0.106
H -1.5910 4.0379 -3.0344 0.120
H -1.7632 3.2567 -1.5085 0.083
H -3.9480 3.8713 -1.5890 0.106
H -4.2079 2.6120 -2.7642 0.069
H -3.5866 5.5579 -3.2971 0.083
H -5.0857 4.7103 -3.6553 0.077
H -3.6299 4.3564 -4.5884 0.071

---

# 4
105
Properties=species:S:1:pos:R:3:lowdin_charge:R:1 method="wB97M-V/def2-TZVPD" e_lumo_ev=-0.4 e_homo_ev=-8.67 energy_ev=-85931.650 molar_mass_g_mol=734.33 gap_ev=8.28 smiles="Cc1ccc(C(C)C)c(OCN(Cl)S(=O)(=O)F)c1.CNC(C)=O.CNC(C)=O.CNC(C)=O.CNC(C)=O.CNC(C)=O.CNC(C)=O"
C 3.3433 -3.9738 -2.0841 -0.042
C 2.6748 -2.6311 -2.0523 -0.249
C 3.0562 -1.6026 -2.9135 -0.046
C 2.4341 -0.3662 -2.8623 -0.025
C 1.3943 -0.0889 -1.9731 -0.127
C 0.8017 1.3014 -1.9211 -0.337
C 0.7167 1.8257 -0.4720 -0.045
C -0.5186 1.4122 -2.6894 -0.039
C 1.0078 -1.1372 -1.1408 -0.212
O 0.0075 -0.9483 -0.1810 -0.065
C -1.3013 -1.2333 -0.5775 -0.286
N -1.3347 -2.4139 -1.4576 -0.524
Cl -1.2751 -3.8650 -0.5064 0.787
S -2.5663 -2.3766 -2.6183 0.560
O -1.9499 -2.3173 -3.8909 -0.218
O -3.6094 -1.4850 -2.2505 -0.235
F -3.1411 -3.8031 -2.4610 -0.168
C 1.6436 -2.3661 -1.1624 0.011
H 3.1519 -4.5295 -1.1703 0.077
H 2.9343 -4.5836 -2.8917 0.067
H 4.4134 -3.8781 -2.2455 0.080
H 3.8547 -1.7870 -3.6210 0.106
H 2.7586 0.4234 -3.5284 0.111
H 1.5068 1.9534 -2.4356 0.124
H 0.8825 2.8990 -0.4410 0.082
H -0.2439 1.5846 -0.0421 0.045
H 1.5117 1.3525 0.1001 0.086
H -1.1514 0.5373 -2.6072 0.049
H -1.0667 2.2719 -2.3080 0.074
H -0.3205 1.6092 -3.7416 0.081
H -1.8767 -1.4278 0.3250 0.124
H -1.7424 -0.3793 -1.0830 0.088
H 1.3200 -3.1292 -0.4682 0.092
C -5.8341 1.1401 -1.2446 -0.067
N -4.4128 1.3065 -1.0167 0.019
C -3.7790 2.2088 -0.2283 -0.527
C -4.6317 3.2042 0.5113 -0.016
O -2.5558 2.1859 -0.1426 0.019
H -6.1556 0.1423 -0.9421 0.083
H -6.0705 1.2659 -2.3025 0.085
H -6.3935 1.8743 -0.6733 0.074
H -3.7841 0.6779 -1.4916 0.093
H -3.9809 3.8471 1.0955 0.084
H -5.2068 3.8146 -0.1821 0.077
H -5.3276 2.7045 1.1826 0.086
C -0.0391 -2.2992 2.6616 -0.079
N -0.2597 -1.0329 3.3325 0.025
C -0.2170 -0.7681 4.6631 -0.539
C 0.0957 -1.9241 5.5875 -0.001
O -0.4219 0.3622 5.0807 0.021
H 0.7973 -2.2108 1.9697 0.079
H -0.9260 -2.5879 2.0979 0.046
H 0.1781 -3.0824 3.3803 0.077
H -0.4644 -0.2263 2.7612 0.138
H 0.0992 -1.5610 6.6089 0.065
H -0.6575 -2.7069 5.4916 0.085
H 1.0774 -2.3424 5.3641 0.090
C -0.7789 -5.6337 -4.4935 -0.070
N 0.0977 -5.7533 -3.3435 0.022
C 1.1163 -6.6297 -3.1468 -0.555
C 1.4044 -7.6208 -4.2518 -0.008
O 1.7680 -6.6087 -2.1152 0.021
H -0.6974 -4.6416 -4.9386 0.079
H -1.8188 -5.7920 -4.2031 0.081
H -0.5171 -6.3734 -5.2423 0.071
H -0.0374 -5.1201 -2.5709 0.081
H 2.2386 -8.2396 -3.9378 0.082
H 0.5400 -8.2581 -4.4405 0.084
H 1.6694 -7.1082 -5.1772 0.084
C 3.7519 2.1210 6.7567 -0.079
N 3.7933 0.7419 7.2000 0.005
C 2.7830 -0.0024 7.7253 -0.553
C 1.4412 0.6699 7.8810 -0.017
O 2.9687 -1.1670 8.0422 0.020
H 4.0048 2.1943 5.6978 0.083
H 4.4602 2.7301 7.3216 0.080
H 2.7573 2.5291 6.8980 0.072
H 4.6630 0.2401 7.1180 0.136
H 0.7467 -0.0502 8.3013 0.078
H 1.5063 1.5240 8.5566 0.085
H 1.0612 0.9951 6.9117 0.065
C -6.0929 8.3486 1.2890 -0.077
N -6.2030 6.9265 1.5488 0.011
C -7.0860 6.0390 1.0218 -0.548
C -8.0986 6.5697 0.0327 -0.010
O -7.0499 4.8617 1.3405 0.021
H -5.1101 8.5911 0.8821 0.084
H -6.2338 8.9202 2.2076 0.084
H -6.8463 8.6592 0.5735 0.069
H -5.5560 6.5115 2.2009 0.140
H -8.7205 5.7406 -0.2887 0.081
H -8.7309 7.3304 0.4912 0.084
H -7.6052 7.0032 -0.8378 0.084
C 6.8303 0.2328 -4.3537 -0.080
N 6.1804 0.4952 -3.0864 0.012
C 6.7347 0.9670 -1.9354 -0.552
C 8.2186 1.2620 -1.9547 -0.014
O 6.0568 1.1418 -0.9396 0.039
H 6.3890 0.8375 -5.1484 0.082
H 6.7270 -0.8182 -4.6316 0.080
H 7.8873 0.4676 -4.2919 0.068
H 5.1907 0.3134 -3.0125 0.105
H 8.4996 1.6263 -0.9720 0.081
H 8.7938 0.3628 -2.1782 0.082
H 8.4569 2.0236 -2.6979 0.082